Molecular formula: C28H45FGe2N3S4SbTc
Method: DFT, the ωB97M-V functional and the def2-TZVPD basis

Each line ends with the Löwdin charge.
Positions of all 85 atoms, in Å:
Tc: 0.2118 0.3697 2.0506  0.72
C: 4.1545 -2.1117 0.0289  -0.16
C: 3.5980 -3.4555 0.5059  -0.35
Ge: 1.8081 -3.7540 -0.1120  0.85
C: 0.6280 -5.1062 0.5771  -0.35
C: -0.8029 -4.9627 0.0494  -0.15
C: 1.5881 -3.5762 -1.9985  -0.21
C: 0.7928 -2.7713 -2.7074  -0.32
Ge: -0.2177 -1.3064 -1.9340  0.95
C: -2.1228 -1.5292 -1.9289  -0.31
C: -2.7793 -0.9977 -3.2169  -0.12
C: 0.7833 0.3581 -1.8575  -0.37
C: 0.8428 1.1730 -3.1591  -0.12
C: 0.5644 -2.8820 -4.1701  -0.24
C: 0.9232 -4.0248 -4.8868  -0.01
C: 0.6936 -4.0969 -6.2504  -0.03
C: 0.0936 -3.0368 -6.9219  -0.03
C: -0.2912 -1.9029 -6.2240  -0.04
C: -0.0579 -1.8404 -4.8585  -0.09
H: 5.2034 -2.0139 0.3124  0.09
H: 3.6132 -1.2701 0.4695  0.02
H: 4.1038 -2.0176 -1.0572  0.08
H: 3.6264 -3.5670 1.5905  0.05
H: 4.1762 -4.2883 0.0904  0.09
H: 0.6802 -5.1442 1.6612  0.02
H: 1.0866 -6.0327 0.2094  0.09
H: -1.2962 -4.0635 0.4277  0.04
H: -1.4035 -5.8163 0.3658  0.09
H: -0.8290 -4.9333 -1.0414  0.07
H: 2.1589 -4.3395 -2.5367  0.08
H: -2.5322 -1.0298 -1.0519  0.05
H: -2.2724 -2.6037 -1.8128  0.08
H: -2.5957 0.0690 -3.3682  0.07
H: -3.8587 -1.1332 -3.1401  0.09
H: -2.4430 -1.5354 -4.1016  0.06
H: 1.7871 0.0513 -1.5460  0.06
H: 0.3433 0.9425 -1.0532  0.02
H: 1.3117 0.6207 -3.9703  0.08
H: 1.4421 2.0702 -2.9971  0.09
H: -0.1479 1.4968 -3.4892  0.08
H: 1.3706 -4.8735 -4.3820  0.11
H: 0.9757 -4.9899 -6.7942  0.12
H: -0.0852 -3.1018 -7.9881  0.12
H: -0.7680 -1.0784 -6.7393  0.12
H: -0.3684 -0.9398 -4.3340  0.06
S: 0.7841 -3.1145 3.4814  0.04
Sb: 2.6613 -1.8030 4.3843  0.83
S: 0.6872 -1.6236 0.4699  0.27
S: -0.3653 -1.9344 2.2791  0.11
S: 2.5429 0.0252 3.1098  -0.05
F: -3.3816 5.7021 -0.2609  0.11
C: -2.9968 4.4848 0.1143  -0.27
C: -2.6129 3.5743 -0.8471  0.02
C: -2.2227 2.3058 -0.4397  -0.04
C: -2.2020 1.9356 0.9052  -0.31
C: -1.8039 0.5540 1.3395  -0.26
C: -2.6292 2.8848 1.8381  -0.06
C: -3.0217 4.1579 1.4573  0.02
H: -2.6493 3.8582 -1.8920  0.13
H: -1.9804 1.5732 -1.1976  0.09
H: -1.9034 -0.1725 0.5283  0.01
H: -2.4253 0.2003 2.1673  0.07
H: -2.6995 2.6103 2.8880  0.10
H: -3.3748 4.8895 2.1742  0.13
C: -0.6328 5.0553 4.6020  0.00
N: -0.4777 3.5895 4.6704  -0.11
C: -1.2102 2.9377 5.7657  0.00
C: 0.0830 2.8732 3.7010  -0.39
N: -0.3599 1.6119 3.4650  -0.05
N: 1.0768 3.3827 2.9545  -0.10
C: 2.0070 4.4146 3.4496  0.01
C: 1.4602 2.8388 1.6606  -0.07
H: -1.6831 5.2863 4.7760  0.11
H: -0.3644 5.4251 3.6180  0.09
H: -0.0383 5.5561 5.3646  0.11
H: -1.1411 3.5719 6.6457  0.11
H: -0.7636 1.9764 6.0140  0.10
H: -2.2696 2.8111 5.5234  0.11
H: -1.1943 1.4071 3.9927  0.07
H: 1.8726 4.5605 4.5152  0.10
H: 1.8708 5.3610 2.9281  0.11
H: 3.0271 4.0661 3.2807  0.11
H: 0.6975 2.1697 1.2410  0.03
H: 2.4283 2.3409 1.7096  0.05
H: 1.5160 3.6315 0.9135  0.13

For the HOMO energy (alpha / beta), the calculation gives -15.46 / -15.46 eV. As for the total energy: -202037.044 eV. As for the HOMO-LUMO gap (alpha / beta): 4.88 / 4.88 eV. The LUMO energy (alpha / beta) is -10.58 / -10.58 eV. As for the net charge: +3. The value obtained for the molecular weight is 935.9 g mol⁻¹.